(1)
Here is a structure of composition C20H26FN5S at a distorted geometry from the OMol25 dataset. Energies are from ωB97M-V with the def2-TZVPD basis set.

Geometry as XYZ:
```
53
Properties=species:S:1:pos:R:3
C 2.1274 1.6898 -3.0176
C 2.2315 2.9636 -3.6381
C 2.3320 4.0304 -2.4905
H 3.2173 3.9676 -1.9607
C 1.1671 4.2293 -1.9197
N 1.1349 3.5857 -0.5727
C 0.2973 2.5940 -0.3120
N -0.3824 1.8058 -1.0344
C -0.9516 0.7711 -0.4561
N -0.8146 0.2405 0.7020
N 0.1858 0.8457 1.7043
C 0.9002 1.9061 1.1109
C 1.7807 2.6986 1.3767
C 2.4316 2.7502 2.8793
C 3.4645 3.7295 2.9011
C 3.5202 4.8961 2.0090
C 2.7937 4.7739 0.6655
C 1.9232 3.8132 0.5679
H 3.0944 5.3768 0.1449
H 4.2492 5.6165 2.2902
F 4.1614 3.8359 4.0741
H 2.2484 2.1827 3.6834
S -2.2886 0.0084 -1.2832
C -2.8768 -1.2365 -0.2141
H -2.7121 -1.1119 0.7621
H -3.7579 -1.8048 -0.7150
C -1.7993 -2.4642 -0.4361
N -2.2067 -3.6506 0.6881
C -3.0643 -4.4130 -0.2305
C -3.8296 -5.4885 0.6853
C -2.6803 -6.2755 1.6873
C -1.8019 -5.2177 2.2777
C -1.2674 -4.2582 1.3938
H -0.6913 -3.4422 1.7637
H -0.5373 -4.7647 0.6591
H -2.5598 -4.6503 3.2010
H -1.0253 -5.7801 2.9051
H -3.4717 -6.7349 2.4085
H -2.0796 -6.8313 1.0346
H -4.4169 -4.8051 1.4665
H -4.5077 -6.1924 0.0862
H -3.8263 -3.7804 -0.7083
H -2.3265 -5.0155 -0.9344
H -1.5184 -2.7254 -1.4090
H -0.7169 -2.0394 0.2456
H 0.8590 5.2144 -1.4665
H 0.1251 3.9311 -2.3523
H 2.3785 5.0822 -3.2015
H 1.5507 3.1762 -4.2288
H 3.2665 3.2924 -4.1622
H 3.0446 1.4714 -2.2771
H 2.3748 0.8940 -3.8080
H 1.2513 1.3095 -2.5452
```

F_max	17.6	eV/A
E_tot	-42148.558	eV
HOMO-LUMO gap	0.232	Ha
E_HOMO	-7.846	eV
ΔE to the lowest compared entry with this formula, charge and spin	16.9057	eV

(2)
Here is a structure of composition C20H26GeN5ReS at a distorted geometry from the OMol25 dataset. Energies are from ωB97M-V with the def2-TZVPD basis set.

Geometry as XYZ:
```
54
Properties=species:S:1:pos:R:3
Re -0.1321 0.1213 -0.1422
C 1.1003 0.2261 5.3939
C 1.8270 -0.0684 4.1489
N 3.1077 -0.1190 3.9948
N 3.3314 -0.3900 2.6928
C 2.1832 -0.4928 2.0019
S 2.0148 -0.8696 0.3880
N 1.1965 -0.2985 2.9402
N -0.1496 -0.2979 2.6223
H 1.8251 0.3416 6.1920
H 0.4097 -0.5760 5.6507
H 0.5332 1.1515 5.2933
H 4.2693 -0.4405 2.3254
H -0.6348 0.5302 2.9626
H -0.6285 -1.1368 2.9469
N 0.0115 2.0005 -0.2948
C 0.8776 2.8536 -0.6945
C 0.7380 4.2854 -0.4384
C 0.0374 4.7415 0.6805
C -0.1029 6.0955 0.9055
C 0.4246 7.0131 0.0086
C 1.1153 6.5670 -1.1071
C 1.2857 5.2145 -1.3260
C 2.1077 2.3589 -1.3614
C 3.3478 2.7852 -0.8837
C 4.5023 2.1543 -1.3101
C 4.4345 1.1425 -2.2563
C 3.2072 0.7496 -2.7727
C 2.0415 1.3330 -2.3062
H -0.3819 4.0129 1.3575
H -0.6279 6.4452 1.7794
H 0.2942 8.0716 0.1745
H 1.5176 7.2788 -1.8105
H 1.8097 4.8668 -2.2029
H 3.3903 3.5777 -0.1491
H 5.4567 2.4557 -0.8992
H 5.3417 0.6713 -2.6034
H 3.1644 -0.0206 -3.5277
H 1.0700 1.0492 -2.7075
C -4.7751 -1.7687 -0.5854
Ge -2.7942 -1.8177 -0.6672
C -1.9824 -2.1735 -2.4521
C -2.0698 -3.1395 0.6538
C -2.0808 0.0023 -0.1846
H -5.2095 -2.7179 -0.8786
H -5.1556 -0.9957 -1.2447
H -5.0920 -1.5449 0.4292
H -2.1744 -3.1810 -2.8100
H -0.9035 -2.0213 -2.3679
H -2.3719 -1.4637 -3.1764
H -2.3528 -4.1451 0.3565
H -2.4733 -2.9611 1.6457
H -0.9836 -3.0927 0.6964
H -2.8660 0.7079 0.0874
```

F_max	4.7	eV/A
total charge	+1
E_tot	-98083.744	eV
<S²>	0.94
HOMO-LUMO gap (alpha / beta)	0.234 / 0.237	Ha
E_HOMO (alpha / beta)	-10.339 / -9.902	eV
multiplicity	2

(3)
Here is a structure of composition C20H26IrN2O2Si at a distorted geometry from the OMol25 dataset. Energies are from ωB97M-V with the def2-TZVPD basis set.

Geometry as XYZ:
```
52
Properties=species:S:1:pos:R:3
C 0.6032 2.4435 3.1873
C 0.7772 2.0749 1.7839
C -0.5443 2.1071 1.1689
H 1.6593 1.8854 1.2177
C -1.5278 2.4245 2.1676
C -0.8317 2.6439 3.4199
H -1.3420 2.6604 4.3719
H 1.4083 2.3002 3.8965
H -0.7217 2.0505 0.1183
H -2.5683 2.4374 1.8872
Ir -0.4801 0.7965 2.6786
C -0.2482 -2.0395 0.2910
H -1.1173 -1.2496 0.2868
H -0.4761 -2.8216 1.0313
H 0.6770 -1.4427 0.7040
Si 0.4366 0.3738 -1.2658
C 1.6111 -0.4575 -2.5680
C 2.6078 0.4295 -2.9996
H 2.6758 1.4175 -2.5488
C 3.6095 0.0832 -3.9250
H 4.3683 0.7979 -4.1815
C 3.6335 -1.1701 -4.5153
H 4.4149 -1.4375 -5.2312
C 2.6154 -2.0578 -4.1564
H 2.6324 -3.0381 -4.6354
C 1.6211 -1.7145 -3.2241
H 0.8989 -2.4766 -2.9799
C -0.9806 0.7369 -2.4556
C -0.9246 0.7573 -3.8699
H -0.0655 0.3495 -4.3988
C -1.9430 1.2842 -4.6721
H -1.8345 1.4039 -5.7660
C -3.1703 1.7228 -4.1209
H -3.9736 2.1418 -4.7283
C -3.2941 1.5958 -2.7279
H -4.2238 1.9313 -2.2682
C -2.2585 1.0934 -1.9423
H -2.4326 0.9590 -0.8649
H 1.2378 1.5505 -0.8825
H -0.0902 -2.6713 -0.5522
C 1.6465 -2.2018 5.6839
O 0.2432 -2.2117 5.3483
C -0.1843 -1.6318 4.2013
O 0.4459 -1.1828 3.2361
N -1.5205 -1.3916 4.2011
N -1.9709 -0.8007 2.9882
H 1.9976 -1.1998 5.9352
H 2.2825 -2.6491 4.9150
H 1.7113 -2.8128 6.5836
H -2.1226 -1.9722 4.7430
H -2.1082 -1.4753 2.2283
H -2.8601 -0.3464 3.2057
```

F_max	9.0	eV/A
total charge	+2
E_tot	-38927.625	eV
<S²>	8.78
HOMO-LUMO gap (alpha / beta)	0.207 / 0.149	Ha
E_HOMO (alpha / beta)	-11.525 / -14.217	eV
multiplicity	6
ΔE to the lowest compared entry with this formula, charge and spin	0.0000	eV

(4)
Here is a structure of composition C20H26N2O2PtSi at a distorted geometry from the OMol25 dataset. Energies are from ωB97M-V with the def2-TZVPD basis set.

Geometry as XYZ:
```
52
Properties=species:S:1:pos:R:3
C -0.0796 -1.1600 -1.7445
C 1.3315 -1.0825 -1.8803
C 1.9130 -1.6406 -0.7091
H 1.8628 -0.6498 -2.7237
C 0.8568 -2.0535 0.1564
C -0.3752 -1.7662 -0.4959
H -1.3531 -2.0190 -0.1014
H -0.8213 -0.8220 -2.4549
H 2.9837 -1.6992 -0.5135
H 0.9999 -2.5199 1.1310
Pt -0.5342 2.2744 0.4879
C 0.8806 3.9724 0.4651
H 1.5682 3.5934 1.2138
H 0.0448 4.5329 0.8859
H 1.4193 4.7409 -0.1391
Si 0.8740 2.9928 -1.2807
C 0.2259 3.8028 -2.8472
C 0.0008 2.9605 -3.9570
H 0.4745 1.9661 -4.0200
C -0.8578 3.3989 -4.9808
H -1.0780 2.7346 -5.8173
C -1.4242 4.6798 -4.9363
H -2.1192 5.0127 -5.7155
C -1.1107 5.5401 -3.8695
H -1.5131 6.5549 -3.8426
C -0.2851 5.1138 -2.8153
H -0.0361 5.7704 -1.9644
C 2.6258 2.4007 -1.5420
C 3.2371 2.6577 -2.7774
H 2.7663 3.3486 -3.4906
C 4.4265 1.9850 -3.0861
H 4.8921 2.1416 -4.0586
C 5.0076 1.0953 -2.1718
H 5.9269 0.5568 -2.4289
C 4.4091 0.9024 -0.9182
H 4.8636 0.2220 -0.1986
C 3.2058 1.5424 -0.5941
H 2.6853 1.3374 0.3557
H -1.1775 3.0096 -0.8329
H 0.4167 1.5466 -1.4173
C -1.1593 -1.5135 4.1008
O -0.1551 -0.5514 3.6054
C -0.4808 0.1819 2.5597
O 0.3458 0.9135 1.9267
N -1.7789 0.1538 2.2143
N -2.1095 0.8993 1.0112
H -2.0475 -0.9980 4.4993
H -0.6319 -1.9952 4.9231
H -1.4200 -2.2614 3.3291
H -2.4011 -0.5908 2.5515
H -2.2864 0.2464 0.2310
H -3.0026 1.3731 1.1980
```

F_max	4.4	eV/A
E_tot	-39354.719	eV
<S²>	2.02
HOMO-LUMO gap (alpha / beta)	0.155 / 0.190	Ha
E_HOMO (alpha / beta)	-4.374 / -6.783	eV
multiplicity	3
ΔE to the lowest compared entry with this formula, charge and spin	0.0000	eV

(5)
Here is a structure of composition C20H26N2O2ReSi at a distorted geometry from the OMol25 dataset. Energies are from ωB97M-V with the def2-TZVPD basis set.

Geometry as XYZ:
```
52
Properties=species:S:1:pos:R:3
C -0.8620 -1.7350 0.5989
C -0.9865 -2.0759 -0.7822
C -0.2733 -3.3084 -0.9989
H -1.6564 -1.5875 -1.4782
C 0.3329 -3.7104 0.2345
C -0.0216 -2.7056 1.2305
H 0.1963 -2.7192 2.2875
H -1.3552 -0.8968 1.0742
H -0.2364 -3.8448 -1.9532
H 0.9882 -4.5740 0.3844
Re 1.0250 -1.7544 -0.3128
C 0.8506 0.3112 -0.5403
H 1.5705 -0.3555 -1.1903
H 0.9960 0.5483 0.5548
H 1.3893 1.1740 -0.9993
Si -1.2158 1.4485 -0.7180
C -0.8769 3.2302 -0.1662
C -2.0747 3.6529 0.4432
H -2.9523 3.0168 0.4487
C -2.1834 4.8257 1.1621
H -3.1330 5.0463 1.6178
C -1.0619 5.6363 1.3067
H -1.1275 6.5303 1.8977
C 0.1617 5.2462 0.7524
H 1.0603 5.8752 0.8944
C 0.2733 4.0269 0.0601
H 1.2906 3.6884 -0.2509
C -1.3049 1.2360 -2.5793
C -2.3173 2.1005 -3.0386
H -2.4546 3.0749 -2.5579
C -3.1913 1.5860 -4.0015
H -4.0753 2.1617 -4.2595
C -2.9297 0.3195 -4.5464
H -3.6582 -0.1203 -5.2220
C -1.7349 -0.3818 -4.2829
H -1.5048 -1.3224 -4.7949
C -0.8416 0.1309 -3.3329
H 0.1386 -0.3341 -3.1764
H 2.2391 -2.0006 -1.4715
H -2.6253 1.2771 -0.3610
C 2.9571 -4.0646 4.8880
O 3.3272 -3.7137 3.5331
C 2.6915 -2.6467 3.0527
O 1.9374 -1.9251 3.7108
N 2.9602 -2.4559 1.7168
N 2.4644 -1.2023 1.2369
H 1.8619 -4.0980 4.9998
H 3.3845 -3.3464 5.6045
H 3.3985 -5.0570 5.0353
H 3.8299 -2.8050 1.3657
H 2.0611 -0.7330 2.0630
H 3.2689 -0.6694 0.8605
```

F_max	6.1	eV/A
total charge	+2
E_tot	-38221.688	eV
<S²>	3.77
HOMO-LUMO gap (alpha / beta)	0.280 / 0.174	Ha
E_HOMO (alpha / beta)	-14.136 / -14.087	eV
multiplicity	4
ΔE to the lowest compared entry with this formula, charge and spin	2.6694	eV

(6)
Here is an isolated molecule of C20H26N4OS from the OMol25 dataset. Energies are from ωB97M-V with the def2-TZVPD basis set.

Geometry as XYZ:
```
52
Properties=species:S:1:pos:R:3
C -4.7432 -3.0761 0.1228
C -4.3926 -1.6065 0.1429
O -5.1738 -0.7179 0.4162
N -3.1018 -1.3479 -0.1871
C -2.5753 -0.0689 -0.1712
C -1.2837 0.2577 -0.4787
C -1.0412 1.6501 -0.3073
C -2.1496 2.3286 0.0965
S -3.5291 1.2890 0.3082
C -2.2137 3.7956 0.3517
C -1.0077 4.4799 -0.2928
C 0.2711 3.7314 0.0725
C 0.2710 2.3343 -0.5461
H 0.4493 2.4064 -1.6245
H 1.0854 1.7451 -0.1170
H 0.3356 3.6437 1.1589
H 1.1468 4.2840 -0.2736
H -1.1264 4.4800 -1.3782
H -0.9487 5.5170 0.0421
H -2.2090 3.9805 1.4313
H -3.1465 4.2048 -0.0425
C -0.2816 -0.7483 -0.9631
N -0.3656 -1.9903 -0.1925
C 0.4085 -3.0716 -0.7691
H 0.0645 -3.2510 -1.7909
C 1.9277 -2.7792 -0.7807
N 2.2772 -1.9845 0.3769
C 2.9616 -0.8069 0.2887
N 2.7987 0.0500 1.3017
C 3.4483 1.1996 1.2810
C 4.2915 1.5893 0.2577
C 4.4853 0.6936 -0.7884
C 3.8294 -0.5172 -0.7809
H 4.0016 -1.2323 -1.5694
H 5.1541 0.9391 -1.6014
H 4.7875 2.5459 0.2776
H 3.2644 1.8410 2.1339
C 1.4298 -2.2302 1.5220
H 1.4852 -3.2996 1.7513
C -0.0211 -1.8131 1.2198
H -0.1701 -0.7647 1.4781
H -0.7090 -2.4168 1.8233
H 1.8197 -1.6604 2.3633
H 2.4884 -3.7240 -0.7786
H 2.1799 -2.2330 -1.6907
H 0.1998 -3.9690 -0.1801
H 0.7163 -0.2940 -0.9317
H -0.4987 -1.0054 -2.0078
H -2.4058 -2.0755 -0.3297
H -5.7927 -3.1985 0.3725
H -4.5558 -3.4910 -0.8651
H -4.1356 -3.6130 0.8482
```

F_max	0.8	eV/A
E_tot	-40006.077	eV
HOMO-LUMO gap	0.294	Ha
E_HOMO	-7.381	eV
ΔE to the lowest compared entry with this formula, charge and spin	0.9124	eV
SMILES string	CC(=O)Nc1sc2c(c1CN1CCN(c3ccccn3)CC1)CCCC2

(7)
Here is a structure of composition C20H26NSiTcTe from the OMol25 dataset. Energies are from ωB97M-V with the def2-TZVPD basis set.

Geometry as XYZ:
```
50
Properties=species:S:1:pos:R:3
Tc 2.3412 -2.2156 -0.3166
C 0.2091 -2.3776 -0.6866
Si -0.5834 -0.9225 0.1061
C 0.7352 0.2909 0.7411
N 1.9233 0.3399 -0.1255
C 1.6645 0.9527 -1.4481
C 2.3259 2.3217 -1.6208
C 2.1616 3.1446 -0.3476
C 2.8701 2.4461 0.8283
C 3.0772 0.9541 0.5408
C -1.7710 0.0016 -1.0482
C -2.1553 1.3226 -0.7981
C -3.0471 1.9905 -1.6258
C -3.5799 1.3441 -2.7332
C -3.2170 0.0326 -3.0009
C -2.3237 -0.6269 -2.1651
C -1.5658 -1.3864 1.6497
C -0.9113 -2.0861 2.6711
C -1.5859 -2.4677 3.8218
C -2.9308 -2.1566 3.9772
C -3.5968 -1.4644 2.9767
C -2.9169 -1.0849 1.8250
H -0.0379 -2.5070 -1.7396
H -0.0724 -3.2896 -0.1476
H 1.0600 -0.1215 1.7030
H 0.3177 1.2896 0.9504
H 0.5856 1.0788 -1.5595
H 1.9858 0.2688 -2.2376
H 1.8730 2.8235 -2.4794
H 3.3894 2.2073 -1.8491
H 1.0919 3.2417 -0.1355
H 2.5437 4.1584 -0.4859
H 2.2914 2.5741 1.7455
H 3.8479 2.8994 1.0131
H 3.2803 0.3887 1.4499
H 3.9468 0.8038 -0.1031
H -1.7480 1.8440 0.0620
H -3.3258 3.0149 -1.4092
H -4.2735 1.8619 -3.3847
H -3.6276 -0.4776 -3.8640
H -2.0454 -1.6507 -2.3869
H 0.1416 -2.3392 2.5669
H -1.0583 -3.0092 4.5975
H -3.4578 -2.4545 4.8760
H -4.6467 -1.2210 3.0911
H -3.4515 -0.5490 1.0477
C 3.3427 -2.1737 -1.8885
H 3.8558 -3.0511 -2.2874
H 3.6888 -1.2297 -2.3220
Te 3.3790 -2.7339 1.9556
```

F_max	0.1	eV/A
total charge	-1
E_tot	-40021.048	eV
<S²>	3.84
HOMO-LUMO gap (alpha / beta)	0.204 / 0.223	Ha
E_HOMO (alpha / beta)	-2.892 / -3.404	eV
multiplicity	4
ΔE to the lowest compared entry with this formula, charge and spin	0.0000	eV

(8)
Here is a structure of composition C20H27AgNO3S2 from the OMol25 dataset. Energies are from ωB97M-V with the def2-TZVPD basis set.

Geometry as XYZ:
```
54
Properties=species:S:1:pos:R:3
Ag 1.0268 1.3405 -0.5452
O 2.6911 0.7593 -1.8374
S 3.1667 -0.5698 -2.3865
C 1.8479 -1.7312 -1.9822
C 0.5893 -1.3694 -2.7617
C -0.6675 -1.9326 -2.0963
C -1.9473 -1.3456 -2.6826
S -2.4810 0.1716 -1.8297
O -1.2334 0.9449 -1.5048
C -3.0181 -0.5832 -0.3029
C -2.2573 -0.4343 0.8437
C -2.7037 -1.0165 2.0244
C -3.8959 -1.7246 2.0464
C -4.6601 -1.8471 0.8914
C -4.2270 -1.2683 -0.2899
C 4.3938 -1.1874 -1.2519
C 4.5546 -0.5900 -0.0135
C 5.5246 -1.0870 0.8454
C 6.3151 -2.1599 0.4582
C 6.1496 -2.7403 -0.7932
C 5.1902 -2.2469 -1.6625
H 1.6949 -1.6447 -0.9012
H 2.2116 -2.7376 -2.1964
H 0.6658 -1.7341 -3.7889
H 0.5049 -0.2825 -2.8179
H -0.6343 -1.7248 -1.0224
H -0.6950 -3.0194 -2.1951
H -2.7985 -2.0237 -2.6187
H -1.8218 -1.0631 -3.7295
H -1.3405 0.1410 0.8143
H -2.1142 -0.9183 2.9271
H -4.2372 -2.1779 2.9675
H -5.5980 -2.3855 0.9143
H -4.8292 -1.3424 -1.1887
H 3.9428 0.2597 0.2597
H 5.6692 -0.6283 1.8143
H 7.0735 -2.5393 1.1298
H 6.7785 -3.5662 -1.0966
H 5.0718 -2.6756 -2.6515
C -2.6763 4.2147 2.3293
N -1.6519 3.1704 2.2891
C -1.5363 2.3314 3.4761
C -0.8434 2.9863 1.2456
C -0.9559 3.8789 0.0429
O 0.0062 2.0674 1.2524
H -3.2714 4.0639 3.2255
H -3.3418 4.1537 1.4706
H -2.2346 5.2099 2.3787
H -1.3416 2.9550 4.3487
H -0.7186 1.6320 3.3446
H -2.4656 1.7823 3.6323
H -1.5848 4.7516 0.1782
H -1.3366 3.2749 -0.7832
H 0.0501 4.2081 -0.2201
```

F_max	0.1	eV/A
total charge	+1
E_tot	-54474.669	eV
HOMO-LUMO gap	0.358	Ha
E_HOMO	-11.770	eV
ΔE to the lowest compared entry with this formula, charge and spin	0.0000	eV

(9)
Here is a structure of composition C20H27BMnNO3 from the OMol25 dataset. Energies are from ωB97M-V with the def2-TZVPD basis set.

Geometry as XYZ:
```
53
Properties=species:S:1:pos:R:3
Mn 0.7701 0.1688 -0.2321
C 1.9261 4.3568 -1.4273
C 2.3057 4.1483 -2.7474
C 2.1326 2.8996 -3.3150
C 1.5767 1.8688 -2.5609
N 1.2376 2.0843 -1.2784
C 1.4038 3.2858 -0.7311
C 1.2907 0.5063 -3.0720
C 1.4970 0.1666 -4.4083
C 1.2052 -1.1077 -4.8624
C 0.6988 -2.0543 -3.9814
C 0.4868 -1.7163 -2.6525
C 0.7772 -0.4428 -2.1650
H 2.0449 5.3185 -0.9497
H 2.7330 4.9548 -3.3287
H 2.4262 2.7306 -4.3403
H 1.1216 3.3753 0.3113
H 1.8800 0.8942 -5.1132
H 1.3670 -1.3595 -5.9025
H 0.4647 -3.0509 -4.3345
H 0.0807 -2.4602 -1.9772
C 3.0124 0.3611 3.3078
C 3.1455 0.0491 1.8205
C 3.5654 -1.4019 1.6032
O 1.9504 0.3227 1.1695
H 3.9572 0.2005 3.8311
H 2.2501 -0.2845 3.7496
H 2.7047 1.3982 3.4459
H 3.9349 0.6964 1.4047
H 2.8067 -2.0693 2.0187
H 4.5219 -1.6127 2.0857
H 3.6572 -1.6092 0.5353
C -2.3168 -2.5534 2.4713
C -2.8503 -1.7143 1.3145
C -4.1783 -2.2653 0.8318
O -1.8833 -1.8253 0.2382
B -1.0411 -0.7601 0.3483
O -1.4891 0.1908 1.2510
C -2.8432 -0.1847 1.6241
C -3.0667 0.1765 3.0792
C -3.7848 0.6064 0.7226
H -2.1639 -3.5730 2.1183
H -3.0192 -2.5760 3.3049
H -1.3611 -2.1632 2.8231
H -4.0749 -3.3341 0.6457
H -4.4969 -1.7857 -0.0913
H -4.9495 -2.1205 1.5908
H -2.2869 -0.2381 3.7142
H -4.0362 -0.1941 3.4186
H -3.0564 1.2611 3.1871
H -3.6177 0.3516 -0.3246
H -3.5878 1.6700 0.8557
H -4.8285 0.4137 0.9732
```

F_max	0.6	eV/A
E_tot	-60809.239	eV
<S²>	6.19
HOMO-LUMO gap (alpha / beta)	0.299 / 0.314	Ha
E_HOMO (alpha / beta)	-8.044 / -8.513	eV
multiplicity	5
ΔE to the lowest compared entry with this formula, charge and spin	0.1443	eV